C3H4N2O | ωB97M-V with the def2-TZVPD basis set

Last column: Mulliken charge in e.
Cartesian coordinates (Å):
1 H 1.068909 -1.112181 -1.537659  0.26
2 C 0.268838 -0.525275 -1.080830  -0.20
3 C -0.520936 -0.483436 1.123496  0.13
4 N -0.569605 0.763422 0.985750  -0.52
5 H -0.712575 -1.073104 2.022508  0.37
6 H -0.557899 -0.425977 -1.791736  0.24
7 N 1.404564 1.817204 -0.946629  -0.45
8 C 0.834057 0.816091 -0.842005  0.30
9 H -0.672888 1.315712 1.822536  0.21
10 O -0.171747 -1.256554 0.073282  -0.35

Atoms 1-3, force components in eV/Å:
-0.239 -0.108 0.053
-0.036 -0.119 -0.092
-0.030 0.431 0.120

Output
Gap between HOMO and LUMO ... 10.8 eV
Net charge ... 0
DFT total energy ... -301.417137 a.u.
SMILES ... [H]/N=C/OCC#N
Energy above the lowest of the compared OMol25 structures with the same formula, charge and spin ... 184.0 kJ/mol
Strongest force on any atom ... 1.29 eV/A
HOMO ... -10.04 eV


C5H12N2 | ωB97M-V with the def2-TZVPD basis set

Last column: Mulliken charge in e.
Cartesian coordinates (Å):
1 N -1.160805 -0.772618 0.345798  -0.22
2 H 2.243144 -0.160949 -1.158920  0.35
3 H -1.104209 -1.133723 -0.594067  0.23
4 H 1.185531 1.537388 -2.844530  0.35
5 H -0.977108 1.218075 0.452878  0.21
6 H 1.829747 2.453232 -1.436004  0.32
7 H -0.611550 0.402361 1.980765  0.47
8 H 1.562685 1.295200 0.984203  0.41
9 C -1.618022 -1.719700 1.205697  0.04
10 H 0.565315 -0.327657 -1.432035  0.14
11 C 1.023389 0.485194 0.492634  -0.53
12 C 1.298796 0.360356 -1.003613  -0.26
13 C -0.445831 0.372831 0.910478  -0.75
14 H -3.048261 -2.955847 1.395637  0.25
15 H 0.141980 2.034746 -1.536630  0.27
16 H 1.471969 -0.402850 0.964302  0.25
17 C 1.149569 1.673756 -1.767650  -1.16
18 H -1.260149 -1.598872 2.236620  0.32
19 N -2.246191 -2.760923 0.804437  -0.69

Atoms 1-3, force components in eV/Å:
0.772 -0.976 1.673
0.234 0.377 -0.048
-0.046 0.654 -0.278

Output
Gap between HOMO and LUMO ... 9.4 eV
Net charge ... 0
DFT total energy ... -307.175692 a.u.
SMILES ... [H]/N=C/NCCCC
Energy above the lowest of the compared OMol25 structures with the same formula, charge and spin ... 140.9 kJ/mol
Strongest force on any atom ... 2.68 eV/A
HOMO ... -8.38 eV


C96H96O6 | ωB97M-V with the def2-TZVPD basis set

Last column: Mulliken charge in e.
Cartesian coordinates (Å):
1 H 1.716283 2.808061 7.013432  0.38
2 C 7.603259 -4.378644 -3.174620  0.65
3 C -6.175465 -4.873051 2.513812  -0.66
4 C -5.227497 4.980220 4.771655  -0.67
5 C 1.958797 -2.812220 -1.968620  -0.58
6 H -3.443302 5.075493 6.009886  0.36
7 C -1.447150 -7.271605 2.622724  -0.12
8 H -4.553646 -2.054958 0.422004  0.58
9 H -7.289769 -0.514128 -1.118053  0.27
10 C -5.848253 -0.330375 3.647628  -0.33
11 C 3.084915 2.908731 0.084324  -0.23
12 H -6.750207 -5.672418 2.982849  0.38
13 H -0.094594 -2.221369 -5.065945  0.60
14 C 5.364883 2.745305 0.655706  -0.98
15 C -7.208570 2.819753 -1.798367  -0.74
16 C -0.429607 -0.199515 -5.484265  -0.70
17 H -0.542988 -0.055119 -2.222308  -0.10
18 H 3.899857 3.188029 -3.346620  0.11
19 H -6.648697 3.664529 -3.727259  0.31
20 C -5.664634 4.795256 3.420158  -0.10
21 H -3.304724 -1.450855 5.605691  0.57
22 H 8.409265 -5.737849 -4.174792  0.26
23 H -2.732797 0.877277 5.541747  0.63
24 C 0.796150 4.452922 -3.092346  -0.66
25 C -1.566997 2.018767 0.105423  -0.90
26 C 0.086224 2.611558 4.027806  -0.29
27 H 6.249633 1.051255 -2.468519  0.36
28 C 6.374653 2.752108 -3.714618  -0.60
29 H 3.093726 -2.118036 4.577141  0.41
30 C 3.124965 1.599578 -0.328100  -0.66
31 C 1.421048 6.579623 2.147254  0.32
32 H -0.225864 4.174430 -3.161951  0.59
33 C -5.086306 -1.215047 4.360153  -0.63
34 C -5.502938 1.033969 3.605806  -0.40
35 H 5.101162 -1.935872 -0.366401  0.35
36 C 1.219670 2.276936 3.258615  0.04
37 C -7.396985 1.690638 -1.089434  -0.11
38 C -6.729584 0.401314 -2.927448  -0.07
39 H 1.029672 -8.702147 4.476393  0.29
40 H -0.717359 -8.451323 -2.226750  0.43
41 H -0.914102 2.567707 3.632340  0.75
42 C 6.093250 -3.366620 -1.138009  0.14
43 C -3.859794 5.010700 5.011209  -0.67
44 H 4.127559 -5.008409 -3.452047  0.39
45 H -3.309425 1.324769 -4.401559  0.44
46 H -0.447159 2.175291 -1.684672  0.21
47 C -0.286482 -1.413714 4.727809  0.20
48 C -2.921505 4.914319 3.962311  -0.40
49 C -4.973131 -2.775433 1.091154  -0.27
50 H -2.326737 -1.028186 1.640066  0.80
51 H -1.888434 4.780489 4.251553  0.40
52 C 3.155517 4.007436 -3.256924  0.33
53 H 2.537047 -1.398079 -5.096118  0.26
54 O 4.122191 4.790377 0.983191  -0.31
55 C 1.427907 8.220823 0.294719  -0.56
56 C -1.475185 -0.667344 -0.312407  0.13
57 H 1.105690 1.848692 2.287644  0.54
58 H 2.237569 1.029621 -0.629466  0.49
59 C -2.145568 1.176050 1.040757  -0.14
60 C -6.381835 -2.882962 1.147133  -0.31
61 H 1.554908 2.429766 -3.513318  0.23
62 H -0.211141 -4.691954 3.553875  -0.02
63 C 1.797036 3.521005 -3.237354  -0.47
64 C 1.512091 -3.481448 4.055710  -0.71
65 C -0.687781 -6.672571 1.676576  -0.25
66 C -4.807687 -4.854275 2.409505  -0.74
67 H 1.425720 -2.665483 -1.037160  0.65
68 C -0.190668 -6.473591 -2.606848  -0.94
69 H 5.922145 -1.597745 -2.486725  0.23
70 H 0.737529 -6.796547 -3.036010  0.48
71 C 1.304682 -7.555466 2.719976  -0.44
72 H -2.524083 -7.210384 2.487698  0.43
73 H -0.318396 2.694277 6.112551  0.53
74 H -2.071459 -2.717678 -3.983798  0.62
75 H -2.750127 1.569858 1.876411  0.19
76 C 4.780636 1.364068 -5.471136  -0.29
77 H 4.078653 0.836711 -6.182143  0.22
78 H -1.141512 -6.184475 0.808120  0.26
79 H 2.388134 -7.734359 2.697620  0.37
80 C 0.745717 -6.765817 1.742465  -0.50
81 H -7.468066 3.777212 -1.441922  0.52
82 C -1.993503 -1.692936 -4.244043  -0.75
83 C -2.352475 -7.129750 -1.804703  -0.69
84 H -6.745150 -0.690632 3.120882  0.38
85 C -0.623628 7.755395 1.472920  -0.56
86 C 2.422528 6.225903 -2.964132  -0.42
87 H 3.132288 7.044667 1.036899  0.29
88 C -4.244852 -3.776443 1.673099  0.23
89 H 1.493453 -0.286931 5.212092  0.47
90 C -0.613282 -5.151535 -2.588504  0.33
91 H 1.374108 -6.392967 0.947126  0.46
92 C -2.746296 -5.843888 -1.788363  -0.69
93 H 4.497447 5.683782 -2.969500  0.41
94 H -0.512983 6.425142 3.084214  0.42
95 C 5.945717 3.313510 -4.878738  -0.31
96 H 1.986432 8.669252 -0.509065  0.19
97 C 2.545543 -2.162453 -4.254726  -0.51
98 C -4.380689 1.452176 4.236253  0.70
99 C 0.493406 -8.119414 3.686793  -0.34
100 H -4.023280 2.457686 4.222249  0.09
101 C 3.406617 -3.285407 -4.284933  -0.84
102 H -2.263551 -3.819899 -2.056523  0.60
103 C 5.284059 2.594148 -5.826860  -0.50
104 C 6.682796 -4.613749 -0.987245  -0.81
105 H 2.151995 3.472186 0.007901  0.84
106 C 1.862575 -1.886766 -3.054949  0.40
107 C 1.096337 5.808037 -2.925524  -0.78
108 H -1.491349 -8.441781 4.343661  0.47
109 H -1.626807 8.011604 1.642956  0.56
110 C 0.073532 6.946539 2.348996  -0.47
111 H -7.977326 -4.048545 1.851861  0.38
112 C 5.518910 1.525441 0.013890  -0.65
113 H 6.534868 -5.101841 -0.063230  0.54
114 C 5.984817 1.476477 -3.424499  -0.06
115 H -1.746093 -2.975519 4.219785  0.45
116 C 6.390859 -2.543666 -2.241592  0.03
117 C 5.092868 0.774956 -4.241602  -0.30
118 H 2.726042 -4.729303 -1.336366  0.77
119 H -5.330754 -2.259852 4.373887  0.43
120 C -0.883320 -7.990209 3.619367  -0.62
121 O 4.368947 -0.283147 -1.062403  0.94
122 H 0.101654 -4.399265 -2.854379  0.57
123 H 3.613207 -0.447910 -1.657921  -0.48
124 H 4.683057 -0.175149 -3.991413  0.26
125 C 4.197996 3.468267 0.548090  0.34
126 C 2.517509 2.317088 3.759960  -0.19
127 H 3.344287 2.039906 3.096948  0.27
128 H 2.838779 5.364943 2.401808  0.25
129 H 0.428222 -0.158705 -6.158324  0.53
130 H -6.760172 -0.588629 -3.466307  0.32
131 H 0.234897 6.441365 -2.803806  0.44
132 C -3.610525 0.587577 5.007005  -1.30
133 C -2.894000 -0.694820 -3.987319  -0.29
134 H 4.004394 -3.516302 -5.162857  0.39
135 H -6.973616 -2.113382 0.573419  0.06
136 H 0.022597 9.782118 -0.898522  0.30
137 H -3.733095 -5.610669 -1.506989  0.47
138 H 2.064513 -4.359451 3.900175  0.59
139 C -3.376329 4.615722 2.699497  0.01
140 H 6.243429 3.296936 0.980669  0.36
141 C -2.610956 0.506119 -4.603885  -0.26
142 O 2.065692 5.609082 2.883751  -0.52
143 C 2.086497 7.292928 1.139469  -0.41
144 H -5.865142 4.926411 5.620719  0.41
145 H -1.016075 -0.662888 5.005424  0.03
146 H -3.149578 -3.680244 1.491708  0.42
147 H 4.846356 2.937951 -6.804910  0.28
148 H 6.957884 3.326660 -3.028367  0.44
149 C 2.023668 -2.252203 4.518668  -0.60
150 O -0.629908 9.424018 -0.238188  -0.58
151 C -4.769621 4.545498 2.400869  -0.90
152 C -0.736713 -2.610580 4.252281  -0.51
153 H 1.252716 -1.003301 -2.857656  0.18
154 C 2.743197 -3.971239 -2.098032  -0.47
155 H -1.592387 3.109239 0.143990  0.37
156 C 2.794106 2.429169 5.139166  -0.94
157 H -4.186414 -5.539959 2.950229  0.43
158 C 1.694167 2.664917 5.943738  -0.77
159 C -1.898396 -4.819954 -2.151467  -0.46
160 C -7.185737 0.445467 -1.632489  -0.43
161 C 3.470215 -4.144273 -3.258996  -0.74
162 C 1.152727 -1.240432 4.884959  -0.39
163 C -3.935541 -0.785697 5.004254  -0.54
164 H -6.138932 1.696285 3.077300  0.49
165 C -2.055996 -0.267387 0.891390  -0.77
166 H -2.974363 -7.905816 -1.419911  0.42
167 H -2.632871 4.379788 1.980511  0.73
168 H -3.873982 -0.900727 -3.661392  0.53
169 C 4.327987 0.881294 -0.437150  -0.23
170 H -7.750502 1.794881 -0.058678  0.35
171 C -6.531506 1.533044 -3.720388  -0.72
172 H 5.052462 5.115275 1.112580  0.19
173 H -5.035443 4.212623 1.394370  0.48
174 H 7.968677 -6.024125 -1.826592  0.38
175 C -6.915059 -3.947069 1.808405  -0.50
176 H 6.307657 4.306174 -5.106450  0.38
177 C -1.482842 0.737553 -5.391688  -0.59
178 H -1.417679 -1.743335 -0.441200  0.51
179 H 7.307471 -2.465869 -4.210945  0.39
180 C 7.454105 -5.105370 -2.003274  -0.60
181 C -1.048999 0.176080 -1.281755  -0.03
182 C -1.025840 1.519968 -1.054265  -0.28
183 C -1.071031 -7.454182 -2.173330  -0.48
184 H 2.672224 7.267028 -2.778642  0.31
185 C 0.145211 -3.620123 3.895074  0.08
186 H -6.201621 1.508316 -4.723556  0.53
187 C 0.410444 2.741933 5.400010  -0.90
188 H 3.773132 2.360906 5.515614  0.60
189 O 5.310043 -2.875808 -0.195438  -0.73
190 H -6.753616 4.732978 3.163898  0.32
191 C -6.789644 2.744280 -3.128494  -0.23
192 H -1.423215 1.649814 -5.955422  0.42
193 H 6.478568 1.107893 0.054064  0.63
194 O 8.146902 -4.873069 -4.363501  -0.53
195 C 7.131281 -3.063738 -3.281646  -0.45
196 C -0.781393 -1.410582 -4.910783  -0.51
197 C 3.470544 5.329448 -3.101812  -0.07
198 C 0.079520 8.487198 0.504227  0.77

Atoms 1-3, force components in eV/Å:
0.483 -0.240 0.152
0.052 0.833 -1.363
-0.199 -0.912 -0.366

Output
Gap between HOMO and LUMO ... 8.0 eV
Net charge ... 0
DFT total energy ... -4166.977585 a.u.
Strongest force on any atom ... 3.37 eV/A
HOMO ... -7.68 eV


C18H22N2O16S3 | ωB97M-V with the def2-TZVPD basis set

Last column: Mulliken charge in e.
Cartesian coordinates (Å):
1 H -1.491763 2.366182 0.538368  0.23
2 H -2.329223 -5.550183 1.396657  0.39
3 H 0.267035 1.635351 -0.982251  -0.02
4 H 0.878929 -0.949417 4.137559  0.37
5 C -0.139418 -1.019994 3.755345  0.33
6 H -0.484245 -4.354552 0.374779  0.37
7 H -0.178106 -0.970959 2.667139  -0.41
8 H -1.558164 4.305678 -5.268820  0.28
9 C -0.502470 2.368320 0.995954  0.15
10 C -1.014047 -2.057923 4.432359  -0.17
11 O -0.478642 5.503154 0.402987  -0.54
12 O 1.768528 4.946792 1.577740  -0.55
13 H -1.142438 2.115813 -3.192654  0.03
14 C 3.946836 -1.243535 -1.545266  0.24
15 H 1.471319 1.486461 0.160108  -0.04
16 C -3.746863 -2.548874 1.156514  -0.34
17 O 2.508481 -2.326132 -3.123952  -0.54
18 N 2.632280 -1.332729 -2.336468  0.94
19 O -2.147264 -1.327656 4.843113  -0.40
20 H -0.430701 -2.392972 5.290002  0.34
21 C -1.317949 -3.784518 0.757414  -0.71
22 H 5.505701 0.984066 0.392841  0.43
23 H -4.479609 -4.535493 1.692092  0.42
24 O -0.667661 -0.587254 -0.535847  -0.56
25 C -3.665458 -3.904566 1.367304  -0.55
26 H 4.923658 -3.034004 -2.417694  0.50
27 C -1.364840 2.438843 -4.209655  -0.08
28 C 6.477173 -0.885349 -0.278687  -0.56
29 H -2.846494 -0.768557 0.557977  0.43
30 O 0.770004 -1.987136 0.242425  -0.60
31 S 0.546137 4.507384 0.833477  1.09
32 C 4.223221 -0.055490 -0.850750  0.00
33 C -2.461200 -4.504684 1.160176  -0.39
34 O 1.765747 -0.496023 -2.184892  -0.39
35 H 6.867770 -2.898383 -1.105408  0.44
36 C -1.809200 3.878695 -4.297853  -0.32
37 O -2.664141 1.094332 5.536909  -0.56
38 C 0.631540 2.136481 -0.085530  0.28
39 S -3.900513 2.447250 -4.281887  1.07
40 H -0.468984 1.519493 1.678942  -0.03
41 C 6.160754 -2.084867 -1.036724  -0.21
42 O -0.133049 3.368199 1.746887  -0.24
43 H -1.317622 4.556352 -3.599841  0.31
44 H -0.481182 2.303453 -4.833280  0.36
45 O -0.541358 0.273672 4.154920  -0.38
46 C -2.685712 -1.810016 0.794424  -0.08
47 O -2.455222 1.759199 -4.775634  -0.35
48 C 5.527519 0.096510 -0.222127  -0.47
49 S -2.190573 0.294156 4.387208  1.11
50 O -4.312622 1.801000 -3.030284  -0.49
51 H -4.628903 -2.018719 1.484168  0.39
52 O -2.974145 0.402541 3.210097  -0.44
53 C -1.432932 -2.390565 0.627664  0.07
54 O -4.780576 2.594176 -5.435450  -0.51
55 N -0.313949 -1.593746 0.061514  1.14
56 H -0.966299 -2.924837 3.773361  0.23
57 O 0.819251 3.481380 -0.425738  -0.32
58 H 7.398590 -0.793016 0.277077  0.44
59 C 5.001491 -2.211531 -1.722067  -0.31
60 H 3.563080 0.794866 -0.764207  0.53
61 O -3.151506 3.883880 -3.922533  -0.33

Atoms 1-3, force components in eV/Å:
-0.028 0.665 -0.118
-0.091 -0.204 -0.372
-0.467 0.239 0.076

Output
Gap between HOMO and LUMO (spin up / spin down) ... 6.4 / 2.5 eV
Net charge ... +1
DFT total energy ... -3206.254396 a.u.
Strongest force on any atom ... 6.98 eV/A
HOMO (spin up / spin down) ... -12.24 / -12.24 eV
Spin multiplicity ... 2
⟨S²⟩ ... 0.771


Number 2 is which compound?
C5H12N2